Formula: C16H50F6NO7P
Source: the OMol25 dataset
Level of theory: wB97M-V/def2-TZVPD

The geometry in XYZ format:
```
81
Properties=species:S:1:pos:R:3:mulliken_charge:R:1
C 0.112 2.533 -2.406 -1.169
F 1.070 -0.985 -1.583 -0.344
C 0.658 -2.878 3.767 0.746
C 5.580 -0.994 0.800 0.143
H -6.290 1.898 0.072 0.404
O -1.415 1.052 -3.369 -0.730
H 0.117 3.291 -3.189 0.404
H 0.489 -1.048 2.677 0.115
H -2.682 -4.948 -2.679 0.388
H 0.930 1.826 -2.546 0.292
C -5.915 0.998 0.559 -1.472
F 1.139 -2.034 0.604 -0.336
C 5.311 -2.394 0.353 -1.199
H -0.660 2.083 1.004 0.028
O -0.101 -3.732 2.990 -0.612
H 2.454 3.546 1.321 0.459
C -4.596 0.702 -0.264 0.947
H -3.096 2.842 -3.177 0.413
H 3.385 0.105 -2.627 0.235
O -3.878 -0.322 0.381 -0.509
H 1.538 2.567 0.132 -0.036
C 4.162 -0.311 0.848 -0.792
H -5.143 1.156 -2.380 0.321
H -1.322 1.451 -1.350 -0.531
H -1.345 -3.934 -2.630 0.315
H -6.657 0.208 0.680 0.320
H 4.866 -2.960 1.172 0.351
H -1.990 4.010 -2.872 0.360
C -1.257 1.945 -2.320 1.825
H -0.368 2.509 2.656 0.414
H 3.574 -0.585 1.724 0.412
C 3.939 1.039 -2.534 -0.463
N -2.335 -4.009 -2.812 -0.189
H 3.684 1.737 -1.736 0.149
H -0.503 -3.278 5.455 0.346
F 0.353 -3.324 -1.081 -0.516
H -3.205 -2.599 0.047 0.227
H -2.734 -3.411 -2.102 0.103
O -0.323 4.976 0.752 -0.586
H -2.590 -3.581 -3.690 0.413
C 0.506 -3.521 5.121 -1.466
H -0.126 -3.392 2.092 0.217
H 6.136 -1.116 1.729 0.381
H -2.962 -0.109 0.191 0.154
H -3.984 1.583 -0.068 -0.162
H 5.761 -0.203 -0.940 0.404
H 3.697 1.592 -3.442 0.385
C -4.718 0.362 -1.766 -0.864
H 0.284 3.060 -1.467 0.083
H 0.575 4.447 2.352 0.406
H 4.715 -2.457 -0.557 0.282
O 6.286 -0.280 -0.139 -0.564
F -1.081 -2.460 0.401 -0.336
H -5.328 -0.498 -2.042 0.319
C -0.656 2.929 1.692 -1.119
C 1.605 3.530 0.637 -1.090
H -0.829 0.309 -3.205 0.331
H 1.200 -3.013 5.791 0.354
H -0.878 -1.320 3.869 0.304
H 5.707 1.725 -2.174 0.319
H -4.627 -3.025 -0.247 0.299
O -3.722 -3.164 -0.526 -0.723
C -2.325 3.066 -2.440 -1.611
O 5.340 0.882 -2.452 -0.643
H 3.568 -0.524 -0.040 0.000
H 0.305 5.636 0.448 0.341
F -1.164 -1.547 -1.816 -0.262
P 0.000 -1.765 -0.595 1.463
H 1.674 -2.915 3.373 0.098
C 0.363 3.991 1.385 0.415
H 4.270 0.767 0.974 0.268
H -1.647 3.285 1.973 0.368
H -3.717 0.141 -2.137 0.116
H 6.264 -2.923 0.325 0.356
H 0.813 -0.893 4.391 0.381
H 0.610 -4.605 5.138 0.397
H -5.650 1.531 1.472 0.405
H -2.904 3.282 -1.543 0.292
F -0.360 -0.319 0.126 -0.382
H 1.856 4.190 -0.193 0.405
C 0.188 -1.408 3.661 -0.967
```

For the highest occupied orbital energy, the calculation gives -0.33376 hartree. The charge is 0.

Formula: C16H50N10O10Pd
Source: the OMol25 dataset
Level of theory: wB97M-V/def2-TZVPD

The geometry in XYZ format:
```
87
Properties=species:S:1:pos:R:3:mulliken_charge:R:1
H 1.403 -1.860 -3.819 0.409
C 0.675 -2.572 -3.429 -1.260
H 4.065 -5.213 -3.699 0.431
H 0.355 0.285 2.585 -0.134
H 1.549 -1.734 -0.109 0.026
N 3.664 1.317 0.282 -0.352
H 0.938 3.900 0.974 -0.094
H -2.151 3.259 3.931 0.321
O -0.987 2.812 -2.411 -0.030
H -0.620 -1.270 1.589 -0.327
H 2.054 1.945 1.467 0.020
C -0.701 4.533 2.105 -0.681
H -1.538 -1.384 2.875 0.499
H -6.436 0.137 1.604 0.158
H -3.078 -1.806 -2.025 0.302
H -2.980 4.388 3.062 0.388
O 0.543 1.558 0.195 -0.154
H -2.125 -1.868 -0.604 -0.400
O -1.201 0.480 -0.133 -0.050
H 0.825 -4.372 -2.880 0.223
N 1.396 -3.592 -2.586 -0.389
Pd -1.360 2.648 -0.207 -0.253
H 0.849 5.661 0.928 0.524
H 0.757 1.002 5.878 0.218
N -1.407 -1.785 1.957 0.203
H -3.382 2.763 2.618 0.284
H 0.952 5.526 -1.749 0.465
N 0.618 0.386 3.555 -0.272
C 0.401 4.617 -1.508 -0.452
H -6.042 -1.388 2.481 0.263
H -0.978 -2.694 1.860 0.426
C 2.635 -3.797 -3.238 -0.912
N -0.444 4.666 -0.327 -0.202
O -1.587 3.432 1.847 0.035
H 0.436 -3.062 -4.372 0.562
H -2.294 2.482 -3.991 0.401
C -0.484 -2.028 -2.646 0.703
H -0.979 0.949 6.115 0.305
H -5.171 1.136 0.386 0.218
C -2.550 3.396 2.927 -0.986
H 3.063 -2.389 -0.268 0.401
C -0.449 4.149 -2.758 -0.610
H 2.056 -2.968 0.876 0.387
H 1.758 -3.159 -0.815 0.385
H 2.553 -5.898 -2.998 0.386
H 1.402 0.959 3.832 0.174
N -0.180 1.041 5.504 -0.457
H -1.183 -1.383 -3.179 0.533
C 3.286 -5.093 -2.945 -0.650
H -1.240 4.821 -3.091 0.392
O 0.480 -0.603 0.612 -0.857
N -6.005 -0.773 1.681 -0.436
C 3.898 1.505 1.595 0.464
H 3.258 -2.918 -3.070 0.414
H -1.206 5.313 -0.469 0.195
O -1.330 -3.028 -2.042 -0.502
H 4.727 -6.921 -1.917 0.359
H 2.437 -3.817 -4.309 0.530
H -2.251 -1.771 1.402 0.084
O -1.549 0.045 4.051 -0.750
N -4.610 0.296 0.423 -0.254
O 3.864 -5.030 -1.653 -0.310
O -4.094 -1.559 1.343 -0.688
H -3.683 0.448 0.052 -0.026
O 4.928 1.170 2.242 -0.698
H 5.734 -5.861 -1.118 0.320
H -0.054 -1.422 -1.849 -0.775
C -0.427 0.498 4.348 0.783
C -4.882 -0.779 1.093 0.576
N 2.833 2.000 2.106 -0.238
H 2.717 1.890 3.104 0.168
C -1.500 1.979 -3.440 -0.682
H -0.082 4.405 2.993 0.418
H -1.376 5.386 2.179 0.516
H 0.216 4.025 -3.612 0.405
H -1.921 1.124 -2.912 0.033
C 0.009 0.452 0.155 1.394
H 4.394 0.824 -0.213 0.226
C -2.507 -2.499 -1.407 -0.150
H -3.035 -3.339 -0.957 0.353
C 0.254 4.749 0.972 -0.238
H -0.810 1.444 -4.093 0.297
N 2.094 -2.582 -0.056 -0.127
H 2.690 1.342 0.017 0.248
C 4.673 -6.096 -1.206 -0.929
H 1.163 3.869 -1.292 0.163
H 4.260 -6.697 -0.397 0.334
```

For the highest occupied orbital energy (alpha / beta), the calculation gives -0.50477 / -0.50474 hartree. Its multiplicity is 3. The charge is +2. For the relative energy (zero: lowest compared OMol25 entry of this formula, charge and spin), the calculation gives 0.0 kcal/mol.

Formula: C16H50N4O16
Source: the OMol25 dataset
Level of theory: wB97M-V/def2-TZVPD

The geometry in XYZ format:
```
86
Properties=species:S:1:pos:R:3:mulliken_charge:R:1
H -3.494 -3.500 -1.141 0.305
H 0.554 0.752 -0.360 0.184
C -4.454 1.087 -2.692 -0.489
O 0.874 -0.723 1.615 -0.345
H -1.103 -2.608 2.747 0.256
N 2.875 0.686 3.955 -0.449
H -2.449 1.319 -2.837 0.245
H -4.366 0.083 -0.743 0.209
H 1.653 -1.643 -1.849 0.300
H -0.235 -0.096 4.177 0.299
H -1.462 -4.070 0.073 0.145
O -0.284 0.028 5.143 -0.602
O -0.783 0.512 -3.035 -0.241
H -4.001 -5.559 -1.355 0.350
H 1.721 0.304 -5.175 0.464
H -5.247 -0.730 -1.997 0.464
O 3.930 1.929 2.395 -0.707
H 5.216 2.869 0.589 0.223
C -0.508 -1.252 5.723 -0.602
C -1.076 -2.307 4.798 -0.275
C 3.977 -2.794 -1.605 -0.427
H -0.842 -3.295 5.146 0.353
H 4.193 -2.628 -0.535 0.216
H 0.176 -1.532 -0.371 0.686
O 1.497 -0.762 -3.401 -0.513
H -1.207 5.351 0.382 0.315
H 0.362 -1.387 6.261 0.342
C 2.599 -3.343 -1.727 -0.718
H -2.412 -4.645 1.556 0.400
O -3.182 1.838 -2.423 -0.422
C -0.411 0.302 0.008 0.117
H 1.985 0.791 4.427 0.308
C -2.341 -3.930 0.726 -0.267
H -0.313 1.635 -4.650 0.360
C 0.185 1.035 -3.891 -0.492
H 0.753 -1.365 2.337 0.374
N 3.235 2.927 4.356 -0.548
C 0.945 -0.070 -4.547 -0.620
O -2.315 -2.591 1.257 -0.659
H 3.776 3.761 4.082 0.286
H 2.430 -4.288 -1.213 0.435
H -2.171 -2.090 4.728 0.283
H -1.948 -2.015 0.505 0.197
C -4.367 -0.168 -1.829 -0.346
H -1.282 0.988 -0.331 0.038
H -4.616 0.827 -3.747 0.270
C 5.022 1.237 -0.789 0.569
O -3.867 -5.399 -0.388 -0.580
C -3.138 5.599 -0.639 -0.295
C 3.359 1.864 3.475 0.482
H -5.216 1.790 -2.322 0.319
O -1.394 4.115 -1.270 -0.529
H -2.555 -0.773 -1.591 0.158
H -1.131 -0.574 1.798 0.412
H -4.390 -3.632 0.468 0.111
H -3.585 6.240 0.128 0.334
H 2.462 -0.833 -3.572 0.109
H -0.376 0.944 2.068 0.452
H 2.938 0.005 3.221 0.276
H 3.783 -0.330 -0.354 0.033
O -0.571 -2.181 3.445 -0.484
H 3.707 1.067 0.683 0.288
H 0.234 -0.686 -5.045 0.254
N 5.375 2.481 -0.350 -0.377
C -1.996 4.745 -0.114 -0.411
O 1.618 -2.411 -1.298 -0.260
O 5.523 0.723 -1.821 -0.794
O -0.535 -0.927 -0.683 -1.036
H -3.948 4.983 -1.077 0.181
H -1.218 -0.985 6.556 0.289
H 6.135 2.965 -0.843 0.248
O -3.295 -1.047 -2.146 -0.483
H 2.430 -3.567 -2.733 0.348
C -0.320 0.023 1.498 -0.441
H 3.493 2.634 5.309 0.259
H -2.062 3.545 -1.675 0.378
C -3.571 -4.027 -0.181 -0.169
O -2.570 6.547 -1.577 -0.534
H -1.885 6.061 -2.063 0.371
H 0.842 1.639 -3.268 0.254
H 4.734 -0.904 -2.044 0.327
N 3.932 0.624 -0.170 -0.049
H -2.311 4.122 0.716 0.262
O 4.083 -1.591 -2.338 -0.575
H -0.468 -0.189 -2.500 0.204
H 4.669 -3.531 -2.043 0.400
```

For the highest occupied orbital energy, the calculation gives -0.35993 hartree. As for the SMILES: NC(N)=O.NC(N)=O.OCCO.OCCO.OCCO.OCCO.OCCO.OCCO.OCCO. The charge is 0. For the relative energy (zero: lowest compared OMol25 entry of this formula, charge and spin), the calculation gives 4.2 kcal/mol.

Number 1: calculated total energy -2161.70331 a.u.. Number 2: calculated total energy -2066.90575 a.u.. Number 3: calculated total energy -2062.44893 a.u..